*one*
DFT (the ωB97M-V functional and the def2-TZVPD basis) results for C5H4N2O in the gas phase.

```
! RIJCOSX wB97M-V def2-TZVPD def2/J DEFGRID3
* xyz 0 1
H 2.392 0.747 0.401
N 2.288 -0.247 0.306
C 1.082 -0.521 -0.015
N 0.500 -1.857 -0.134
C -0.772 -1.782 -0.058
C -1.239 -0.367 0.003
O -2.342 -0.029 0.343
C -0.036 0.451 -0.069
C -0.119 1.764 -0.146
H -1.360 -2.707 -0.085
H -1.099 2.006 -0.474
H 0.704 2.540 -0.072
*
```

Properties
SMILES string: [H]/N=C1/N=CC(=O)C1=C
LUMO energy in eV: -0.9

---

*two*
DFT (the ωB97M-V functional and the def2-TZVPD basis) results for C5H4N2O in the gas phase.

```
! RIJCOSX wB97M-V def2-TZVPD def2/J DEFGRID3
* xyz 0 1
C -1.923 -0.451 0.006
O -1.137 0.728 0.000
C 0.174 0.591 -0.024
C 0.865 1.868 -0.011
N 1.417 2.885 0.007
C 0.856 -0.591 -0.009
C 2.299 -0.617 0.005
N 3.450 -0.672 0.007
H -1.690 -1.085 -0.885
H -2.964 -0.077 0.028
H -1.698 -1.034 0.917
H 0.349 -1.545 -0.038
*
```

Properties
SMILES string: CO/C(C#N)=C/C#N
LUMO energy in eV: -0.3

---

*three*
DFT (the ωB97M-V functional and the def2-TZVPD basis) results for C5H4N2O in the gas phase.

```
! RIJCOSX wB97M-V def2-TZVPD def2/J DEFGRID3
* xyz 0 1
C -0.653 -0.013 -1.641
C -0.296 0.648 -0.596
C 0.160 0.007 0.697
O -0.881 0.275 1.707
C 1.303 0.745 1.068
N 2.289 1.292 1.311
C 0.587 -1.340 0.516
N 1.030 -2.406 0.387
H -0.930 0.403 -2.610
H -0.527 -1.087 -1.877
H -0.420 1.721 -0.536
H -1.662 -0.244 1.575
*
```

Properties
SMILES string: C=CC(O)(C#N)C#N
LUMO energy in eV: 0.1

---

Last place for stability: *three*

---

*one*
DFT (the ωB97M-V functional and the def2-TZVPD basis) results for C5H4N2O in the gas phase.

```
! RIJCOSX wB97M-V def2-TZVPD def2/J DEFGRID3
* xyz 0 1
C 0.312 -2.301 -1.829
C 0.330 -0.973 -1.797
C 0.040 -0.184 -0.580
N 0.271 1.068 -0.426
C -0.031 1.310 1.019
O 0.135 2.316 1.640
C -0.553 -0.051 1.516
N -0.543 -0.907 0.552
H 0.164 -2.929 -0.976
H 0.574 -2.823 -2.756
H 0.496 -0.398 -2.707
H -1.010 -0.310 2.466
*
```

Properties
SMILES string: C=CC1=NC(=O)C=N1
LUMO energy in eV: -1.5

---

*two*
DFT (the ωB97M-V functional and the def2-TZVPD basis) results for C5H4N2O in the gas phase.

```
! RIJCOSX wB97M-V def2-TZVPD def2/J DEFGRID3
* xyz 0 1
O -1.824 -1.669 0.436
C -1.130 -0.631 0.205
C -0.357 -0.823 -1.199
C 0.833 -0.285 -1.214
N 1.564 0.248 -0.304
C 1.301 0.965 0.734
N 0.049 1.174 1.392
C -1.092 0.553 1.117
H -0.976 -1.024 -2.034
H 1.383 -0.614 -2.184
H 2.191 1.173 1.436
H -1.941 0.934 1.615
*
```

Properties
SMILES string: O=c1ccncnc1
LUMO energy in eV: -1.2

---

*three*
DFT (the ωB97M-V functional and the def2-TZVPD basis) results for C5H4N2O as an isolated structure.

```
! RIJCOSX wB97M-V def2-TZVPD def2/J DEFGRID3
* xyz 0 1
C -1.910 0.315 0.147
C -0.474 -1.034 -0.240
C 1.927 0.069 -0.081
C 0.922 0.881 -0.197
C -0.354 0.314 -0.157
H -2.422 0.878 -0.720
H -2.437 0.691 1.047
H 2.893 0.383 0.201
H 1.408 1.863 0.063
N 0.531 -1.826 -0.010
N 1.748 -1.309 0.074
O -1.831 -1.225 -0.129
*
```

Properties
LUMO energy in eV: 0.2

---

*four*
DFT (the ωB97M-V functional and the def2-TZVPD basis) results for a 2-piece molecular cluster, C5H4N2O overall.

```
! RIJCOSX wB97M-V def2-TZVPD def2/J DEFGRID3
* xyz 0 1
C 2.183 2.401 -0.370
C 1.119 1.921 -0.095
C -2.745 0.832 -0.347
C -0.095 -1.686 0.099
C -1.794 -0.077 -0.608
N -3.595 1.607 -0.056
N -1.151 -0.788 0.422
O 0.279 -1.902 -1.024
H 3.201 2.218 -0.246
H 0.486 -2.241 0.840
H -1.779 -0.548 -1.658
H -1.120 -0.363 1.338
*
```

Properties
LUMO energy (alpha / beta) in eV: -1.3 / -3.3

---

Last place for stability: *four*

---

*one*
DFT (the ωB97M-V functional and the def2-TZVPD basis) results for C4H2F2O in the gas phase.

```
! RIJCOSX wB97M-V def2-TZVPD def2/J DEFGRID3
* xyz 0 1
C -0.030 0.597 -1.458
C 0.458 -0.403 -2.134
C 1.173 -1.384 -2.724
C -0.121 -1.533 -3.081
O -0.725 0.026 -0.109
F -0.920 -2.605 -2.646
F -0.837 -0.988 -4.041
H -0.244 0.631 0.446
H -0.489 -0.914 0.211
*
```

Properties
LUMO energy in eV: -0.5

---

*two*
DFT (the ωB97M-V functional and the def2-TZVPD basis) results for C4H2F2O as an isolated structure.

```
! RIJCOSX wB97M-V def2-TZVPD def2/J DEFGRID3
* xyz 0 1
C -0.971 -0.015 0.191
C -0.351 1.110 0.126
C 1.107 -0.217 -0.038
C 0.018 -0.973 0.007
H -0.930 2.132 -0.282
H -0.083 -2.061 0.171
O 0.992 1.071 -0.050
F -2.212 -0.474 -0.109
F 2.430 -0.572 -0.017
*
```

Properties
LUMO energy in eV: 0.9

---

*three*
DFT (the ωB97M-V functional and the def2-TZVPD basis) results for C4H2F2O in the gas phase.

```
! RIJCOSX wB97M-V def2-TZVPD def2/J DEFGRID3
* xyz 0 1
C 0.182 0.974 1.666
C 0.142 0.029 0.720
C -0.651 1.403 0.522
C 0.355 -0.881 -0.215
O 0.413 -2.210 -0.302
F -1.922 1.030 0.228
F 0.898 -0.339 -1.473
H -0.333 2.442 0.004
H 0.916 -2.447 -1.149
*
```

Properties
LUMO energy (alpha / beta) in eV: -0.7 / -0.7

---

Last place for stability: *one*